Record 1
This record from the OMol25 dataset describes a cluster of 7 separate species, C14H45N2O11 in total in a non-equilibrium geometry. The level of theory is ωB97M-V with the def2-TZVPD basis set.

The geometry in XYZ format:
```
72
C14H45N2O11 (ωB97M-V with the def2-TZVPD basis set)
N 0.2417 0.6794 -0.3567
H -0.1179 1.6023 -0.0554
H -0.5556 0.1273 -0.7283
H 0.5457 0.1544 0.4934
H 1.0399 0.7130 -0.9942
C -0.5518 2.1795 -4.7194
C -1.7058 1.2372 -4.8434
O -1.1598 -0.0548 -4.5624
O -0.0089 2.1664 -3.4213
H -0.8426 3.1991 -4.9404
H 0.2086 1.8019 -5.4203
H -2.0839 1.2765 -5.8711
H -2.5123 1.4696 -4.1403
H -1.8899 -0.6693 -4.4483
H 0.1884 1.2437 -3.2206
C 3.2635 1.1681 -2.4729
C 2.8129 -0.2433 -2.6522
O 1.3905 -0.2844 -2.7562
O 2.8315 1.5918 -1.1678
H 2.8235 1.8394 -3.2128
H 4.3564 1.1789 -2.5349
H 3.0834 -0.8299 -1.7666
H 3.2964 -0.6775 -3.5249
H 1.1119 -0.7059 -3.5755
H 3.2123 2.4599 -1.0047
C -1.3325 -1.5824 4.1125
C -2.0278 -0.5656 3.2578
O -1.5725 -0.5691 1.9245
O 0.0510 -1.3153 4.2696
H -1.4678 -2.5922 3.7024
H -1.7592 -1.5380 5.1150
H -1.8469 0.4153 3.6959
H -3.1092 -0.7662 3.2890
H -2.0512 -1.2688 1.4502
H 0.4789 -1.2162 3.4035
C -1.3962 3.6362 2.9728
C -1.6531 3.7084 1.5028
O -0.5916 3.1815 0.7065
O -0.6273 4.7019 3.5009
H -0.9430 2.6577 3.1969
H -2.3403 3.6445 3.5165
H -1.9509 4.7202 1.2094
H -2.5359 3.1012 1.2731
H 0.2119 3.7016 0.8139
H 0.2006 4.7706 3.0149
C -2.1540 -1.9316 -1.4042
C -3.1334 -2.8283 -0.6683
O -2.6759 -2.9721 0.6762
O -2.2382 -0.5575 -0.9901
H -2.3504 -1.9955 -2.4783
H -1.1552 -2.3047 -1.1756
H -3.1039 -3.7892 -1.1951
H -4.1408 -2.4008 -0.7484
H -3.2362 -3.6026 1.1413
H -3.1645 -0.2970 -0.9733
C 1.0972 -3.2105 1.4420
C 1.8800 -2.2532 0.5605
C 2.4635 -1.1056 1.3500
O 1.4253 -0.3717 2.0058
C 1.9647 0.8033 2.6133
N 3.0404 -2.8710 -0.1340
H 1.7398 -3.5906 2.2457
H 0.7491 -4.0687 0.8658
H 0.2538 -2.7291 1.9369
H 1.1973 -1.8118 -0.1755
H 2.9895 -0.4364 0.6584
H 3.1512 -1.4731 2.1225
H 1.2029 1.2366 3.2508
H 2.2645 1.5249 1.8378
H 2.8648 0.5598 3.1841
H 2.7076 -3.7276 -0.5806
H 3.6456 -3.2444 0.6020
```

frontier orbital gap: 9.83 eV
net charge: +1
strongest force on any atom: 0.026 Eh/bohr
molecular weight: 417.517 g mol⁻¹



Record 2
This record from the OMol25 dataset describes a cluster of 8 separate species, C14H45NO8 in total in a non-equilibrium geometry. The level of theory is ωB97M-V with the def2-TZVPD basis set.

The geometry in XYZ format:
```
68
C14H45NO8 (ωB97M-V with the def2-TZVPD basis set)
C 1.7745 -2.0114 1.6911
O 2.5456 -1.9187 2.8960
C 2.6509 -3.1753 3.6745
C 3.3202 -2.9790 5.0622
C 2.5311 -1.9639 5.9448
N 4.6130 -2.4540 4.7940
H 0.7342 -2.1356 1.9918
H 2.0964 -2.8966 1.1425
H 1.8819 -1.1786 0.9961
H 1.6744 -3.6283 3.8455
H 3.2380 -3.9231 3.1413
H 3.4246 -3.9327 5.5796
H 3.0296 -1.5851 6.8370
H 1.6334 -2.4854 6.2767
H 2.0638 -1.1352 5.4129
H 4.5496 -1.9137 3.9430
H 5.2638 -3.1635 4.4886
C 0.9829 2.9261 -5.0685
C 0.9196 4.4260 -4.7181
O 1.2558 4.5795 -3.3276
H 0.3903 2.2852 -4.4157
H 1.9825 2.4970 -4.9986
H 0.7023 2.6908 -6.0952
H -0.0639 4.8589 -4.9008
H 1.6204 5.0351 -5.2892
H 0.7624 5.3195 -2.9664
C -2.8117 1.5785 2.1663
C -1.6145 0.5691 2.2747
O -1.9523 -0.7097 1.7636
H -3.4596 1.3396 1.3230
H -2.4684 2.5983 1.9920
H -3.3775 1.5733 3.0979
H -1.2968 0.4044 3.3043
H -0.6900 0.9823 1.8714
H -1.8197 -0.6835 0.8132
C -4.3041 -4.3047 -2.9635
C -4.0443 -2.7364 -3.1676
O -2.6441 -2.6576 -3.3693
H -4.1025 -4.9027 -3.8523
H -5.3574 -4.3504 -2.6869
H -3.7997 -4.5984 -2.0430
H -4.4889 -2.0689 -2.4294
H -4.4851 -2.4899 -4.1335
H -2.3236 -1.8862 -2.8962
C -0.0128 0.1743 -2.0314
C -1.4196 0.5948 -1.8078
O -2.0575 -0.5159 -1.2139
H 0.0327 -0.7178 -2.6561
H 0.5015 0.0688 -1.0761
H 0.4289 0.9106 -2.7028
H -1.8997 0.7614 -2.7721
H -1.5107 1.5373 -1.2679
H -2.9779 -0.2685 -1.0991
C 2.1276 3.4508 -0.0459
C 1.0938 3.5686 1.0928
O 1.5501 4.5340 2.0221
H 1.7260 2.7658 -0.7926
H 3.1151 3.0827 0.2326
H 2.2274 4.4180 -0.5385
H 0.9076 2.6194 1.5952
H 0.0951 3.8492 0.7582
H 1.2739 4.3388 2.9205
O 2.5903 -1.9837 -1.8010
H 3.5021 -2.1876 -2.0092
H 2.6115 -1.0782 -1.4913
O -4.4529 0.2293 -0.8345
H -5.2828 0.6471 -1.0648
H -4.7064 -0.5945 -0.4182
```

frontier orbital gap: 9.00 eV
SMILES string: COC[C@H](C)N.CCO.CCO.CCO.CCO.CCO.O.O
strongest force on any atom: 0.065 Eh/bohr
molecular weight: 355.513 g mol⁻¹



Record 3
This record from the OMol25 dataset describes a cluster of 6 separate species, C14H46BN7O6 in total in a non-equilibrium geometry. The level of theory is ωB97M-V with the def2-TZVPD basis set.

The geometry in XYZ format:
```
74
C14H46BN7O6 (ωB97M-V with the def2-TZVPD basis set)
N 0.1843 0.7474 0.3318
H 1.1194 0.5933 -0.0789
H -0.1490 1.6335 -0.0694
H 0.3921 0.8222 1.3610
H -0.5462 0.0672 0.0573
B 0.3896 1.0043 3.3447
H 0.0345 1.8593 2.6067
H 1.0285 1.5172 4.1984
H -0.5728 0.5287 3.8389
H 1.0035 0.1629 2.7740
C -1.4408 4.1746 0.1475
O -0.5298 3.2927 -0.4765
C 0.2826 3.9364 -1.4658
C 0.9332 2.8276 -2.2667
N 1.9801 2.2262 -1.4324
C 2.8993 1.3451 -2.1278
C 3.7192 0.5072 -1.1787
O 2.8980 -0.0641 -0.1799
C 3.7104 -0.5293 0.9111
H -0.8695 4.9958 0.6060
H -1.9853 3.7681 0.9963
H -2.0907 4.5813 -0.6317
H 0.9659 4.5981 -0.9260
H -0.4019 4.5183 -2.0950
H 1.3665 3.2333 -3.1888
H 0.2112 2.0428 -2.4973
H 2.5082 2.9677 -0.9734
H 3.5597 1.7259 -2.9178
H 2.2281 0.6270 -2.6246
H 4.5585 1.0708 -0.7409
H 4.2792 -0.2916 -1.6890
H 4.5297 -1.1081 0.4800
H 3.1349 -1.2052 1.5393
H 4.0149 0.3408 1.4914
C -1.7397 -6.6440 -0.8441
O -2.0419 -6.3125 -2.2009
C -0.8928 -5.9430 -2.9352
C -0.4102 -4.5252 -2.5455
N -1.5337 -3.6299 -2.4174
C -1.1419 -2.3237 -1.9559
C -2.4035 -1.5706 -1.5247
O -2.0066 -0.3492 -0.9078
C -3.0520 0.2460 -0.1292
H -1.4551 -5.7290 -0.3136
H -0.8726 -7.3121 -0.8184
H -2.6161 -7.1113 -0.4090
H -1.2306 -5.8426 -3.9719
H -0.0999 -6.6927 -3.0013
H 0.3176 -4.2418 -3.3078
H 0.1238 -4.6510 -1.5888
H -2.2096 -4.0448 -1.7883
H -0.6110 -1.7791 -2.7460
H -0.4079 -2.2486 -1.1313
H -3.0505 -2.1114 -0.8299
H -2.9463 -1.3358 -2.4466
H -2.7738 1.2821 0.0441
H -3.2570 -0.3695 0.7455
H -3.9432 0.2678 -0.7679
C 2.1221 4.6326 1.5770
O 2.5013 4.5458 0.3994
N 2.0733 3.5551 2.4000
N 1.7342 5.8179 2.1041
H 1.8638 3.7058 3.3690
H 2.2326 2.6314 2.0518
H 1.2152 5.7968 2.9640
H 1.7163 6.6290 1.5179
C -2.4894 -2.0469 2.8815
O -2.8601 -3.1201 2.4015
N -1.3812 -1.4289 2.3621
N -3.1310 -1.3427 3.8517
H -0.9068 -2.0196 1.7037
H -1.1664 -0.4432 2.5213
H -3.8917 -1.8904 4.2223
H -2.7232 -0.5681 4.3407
```

frontier orbital gap: 9.59 eV
relative energy (zero: lowest compared OMol25 entry of this formula, charge and spin): 0.0 kcal per mole
strongest force on any atom: 0.039 Eh/bohr
molecular weight: 419.377 g mol⁻¹



frontier orbital gap of number 1 (C14H45N2O11)?
9.83 eV



Which of these has the highest frontier orbital gap?
C14H45N2O11



Repeat the third record exactly.
This record from the OMol25 dataset describes a cluster of 6 separate species, C14H46BN7O6 in total in a non-equilibrium geometry. The level of theory is ωB97M-V with the def2-TZVPD basis set.

The geometry in XYZ format:
```
74
C14H46BN7O6 (ωB97M-V with the def2-TZVPD basis set)
N 0.1843 0.7474 0.3318
H 1.1194 0.5933 -0.0789
H -0.1490 1.6335 -0.0694
H 0.3921 0.8222 1.3610
H -0.5462 0.0672 0.0573
B 0.3896 1.0043 3.3447
H 0.0345 1.8593 2.6067
H 1.0285 1.5172 4.1984
H -0.5728 0.5287 3.8389
H 1.0035 0.1629 2.7740
C -1.4408 4.1746 0.1475
O -0.5298 3.2927 -0.4765
C 0.2826 3.9364 -1.4658
C 0.9332 2.8276 -2.2667
N 1.9801 2.2262 -1.4324
C 2.8993 1.3451 -2.1278
C 3.7192 0.5072 -1.1787
O 2.8980 -0.0641 -0.1799
C 3.7104 -0.5293 0.9111
H -0.8695 4.9958 0.6060
H -1.9853 3.7681 0.9963
H -2.0907 4.5813 -0.6317
H 0.9659 4.5981 -0.9260
H -0.4019 4.5183 -2.0950
H 1.3665 3.2333 -3.1888
H 0.2112 2.0428 -2.4973
H 2.5082 2.9677 -0.9734
H 3.5597 1.7259 -2.9178
H 2.2281 0.6270 -2.6246
H 4.5585 1.0708 -0.7409
H 4.2792 -0.2916 -1.6890
H 4.5297 -1.1081 0.4800
H 3.1349 -1.2052 1.5393
H 4.0149 0.3408 1.4914
C -1.7397 -6.6440 -0.8441
O -2.0419 -6.3125 -2.2009
C -0.8928 -5.9430 -2.9352
C -0.4102 -4.5252 -2.5455
N -1.5337 -3.6299 -2.4174
C -1.1419 -2.3237 -1.9559
C -2.4035 -1.5706 -1.5247
O -2.0066 -0.3492 -0.9078
C -3.0520 0.2460 -0.1292
H -1.4551 -5.7290 -0.3136
H -0.8726 -7.3121 -0.8184
H -2.6161 -7.1113 -0.4090
H -1.2306 -5.8426 -3.9719
H -0.0999 -6.6927 -3.0013
H 0.3176 -4.2418 -3.3078
H 0.1238 -4.6510 -1.5888
H -2.2096 -4.0448 -1.7883
H -0.6110 -1.7791 -2.7460
H -0.4079 -2.2486 -1.1313
H -3.0505 -2.1114 -0.8299
H -2.9463 -1.3358 -2.4466
H -2.7738 1.2821 0.0441
H -3.2570 -0.3695 0.7455
H -3.9432 0.2678 -0.7679
C 2.1221 4.6326 1.5770
O 2.5013 4.5458 0.3994
N 2.0733 3.5551 2.4000
N 1.7342 5.8179 2.1041
H 1.8638 3.7058 3.3690
H 2.2326 2.6314 2.0518
H 1.2152 5.7968 2.9640
H 1.7163 6.6290 1.5179
C -2.4894 -2.0469 2.8815
O -2.8601 -3.1201 2.4015
N -1.3812 -1.4289 2.3621
N -3.1310 -1.3427 3.8517
H -0.9068 -2.0196 1.7037
H -1.1664 -0.4432 2.5213
H -3.8917 -1.8904 4.2223
H -2.7232 -0.5681 4.3407
```

frontier orbital gap: 9.59 eV
relative energy (zero: lowest compared OMol25 entry of this formula, charge and spin): 0.0 kcal per mole
strongest force on any atom: 0.039 Eh/bohr
molecular weight: 419.377 g mol⁻¹



Look up the frontier orbital gap of the first one.
9.83 eV